{
  "formula": "C18H21N3O5",
  "method": "the ωB97M-V functional and the def2-TZVPD basis",
  "symbols": ["C", "C", "N", "C", "C", "C", "C", "O", "C", "C", "O", "C", "O", "O", "C", "O", "H", "H", "H", "H", "H", "H", "H", "H", "H", "H", "H", "N", "C", "C", "C", "C", "H", "H", "H", "H", "H", "N", "C", "C", "C", "C", "H", "H", "H", "H", "H"],
  "coordinates": [[-2.58176, 1.63607, -0.01634], [-2.14319, 1.61373, -1.49149], [-2.59386, 2.49836, -2.26876], [-1.11444, 0.52411, -1.99080], [-0.11816, 0.31783, -0.83548], [1.03892, 0.97413, -0.67075], [1.69672, 2.03860, -1.54135], [2.69140, 2.73862, -0.80347], [2.93518, 4.01969, -1.30112], [1.80510, 5.05894, -1.09442], [3.95044, 4.26295, -1.82615], [1.55903, 0.39307, 0.65077], [2.42974, 0.83217, 1.27925], [0.83355, -0.71898, 1.07252], [-0.34350, -0.65386, 0.32337], [-1.29756, -1.26053, 0.60779], [-3.30429, 2.46655, 0.08395], [-3.09228, 0.70914, 0.30113], [-1.73860, 1.86694, 0.66664], [-2.21288, 2.39387, -3.21364], [-0.61124, 0.96897, -2.86753], [-1.67218, -0.40141, -2.21888], [0.92907, 2.69369, -1.99962], [2.21734, 1.53300, -2.38977], [0.96607, 4.78337, -1.76299], [1.44320, 5.02469, -0.05284], [2.19110, 6.04334, -1.39613], [2.61607, -4.80415, -2.47597], [2.64336, -3.64494, -3.20168], [2.02564, -2.67082, -2.46201], [1.61420, -3.26533, -1.23973], [1.99487, -4.58026, -1.27726], [2.99457, -5.68452, -2.77649], [3.09737, -3.61410, -4.17830], [1.88548, -1.64454, -2.76358], [1.09942, -2.78313, -0.42586], [1.87735, -5.37380, -0.55813], [-2.13933, -2.42767, 4.27373], [-2.10798, -1.26979, 3.54600], [-2.72782, -0.29383, 4.28324], [-3.14440, -0.88571, 5.50556], [-2.76490, -2.20136, 5.47099], [-1.76079, -3.30853, 3.97538], [-1.65115, -1.24175, 2.57194], [-2.86637, 0.73193, 3.98021], [-3.66267, -0.40071, 6.31722], [-2.88583, -2.99404, 6.19087]],
  "energy_ha": -1238.91928,
  "smiles": "[H]/N=C(/C)CC1=C(COC(C)=O)C(=O)OC1=O.c1cc[nH]c1.c1cc[nH]c1",
  "relative_energy_ev": 3.126,
  "homo_ev": -8.013,
  "e_lumo_ev": -0.70,
  "gap_ev": 7.32
}

---

{
  "formula": "C18H21N3OS2",
  "method": "the ωB97M-V functional and the def2-TZVPD basis",
  "symbols": ["C", "C", "C", "C", "C", "C", "C", "N", "C", "N", "N", "C", "O", "C", "C", "S", "C", "C", "C", "C", "C", "C", "H", "H", "H", "C", "H", "H", "H", "H", "H", "H", "H", "H", "H", "H", "S", "H", "H", "H", "H", "H", "H", "H", "H"],
  "coordinates": [[5.56843, -0.39697, -1.03836], [4.86480, -1.72031, -0.99670], [5.55627, -2.88483, -0.70208], [4.91561, -4.11128, -0.65687], [3.56152, -4.18808, -0.92815], [2.84999, -3.04179, -1.23158], [3.48880, -1.80545, -1.25165], [2.79718, -0.62809, -1.56925], [1.53477, -0.25576, -1.25826], [0.77404, -1.07167, -0.49780], [-0.45993, -0.61871, -0.04514], [-0.91614, -1.04018, 1.16252], [-0.33352, -1.91251, 1.78281], [-2.18318, -0.40129, 1.56524], [-3.20832, -1.12704, 2.10394], [-4.59615, -0.17649, 2.43520], [-3.77975, 1.24281, 1.88486], [-2.51419, 0.98002, 1.45338], [-1.72419, 2.16814, 1.00972], [-2.54801, 2.97954, -0.00452], [-4.02406, 3.19012, 0.40313], [-4.95951, 2.54760, -0.62024], [-4.77734, 2.95561, -1.61172], [-5.99946, 2.73496, -0.36101], [-4.80260, 1.47147, -0.65417], [-4.32964, 2.61730, 1.80446], [-3.84785, 3.24503, 2.56168], [-5.40354, 2.62932, 1.99017], [-4.23816, 4.26288, 0.43256], [-2.05799, 3.94251, -0.15106], [-2.51783, 2.45666, -0.96184], [-0.75939, 1.90937, 0.57622], [-1.52782, 2.79292, 1.88740], [-3.21995, -2.18073, 2.29765], [-0.80047, 0.18920, -0.55987], [1.17521, -1.75048, 0.14710], [0.92618, 1.17385, -1.85285], [3.31512, 0.07838, -2.07463], [1.80414, -3.11089, -1.48664], [3.05469, -5.14056, -0.91251], [5.47422, -5.00304, -0.41810], [6.61572, -2.82751, -0.49895], [6.59252, -0.50209, -0.69104], [5.59713, -0.00465, -2.05631], [5.06264, 0.33272, -0.40674]],
  "energy_ha": -1734.41118,
  "smiles": "Cc1ccccc1NC(=S)NNC(=O)c1csc2c1CC[C@@H](C)C2",
  "relative_energy_ev": 0.000,
  "homo_ev": -8.496,
  "e_lumo_ev": 0.67,
  "gap_ev": 9.17
}

---

{
  "formula": "C18H21N4O4PtS",
  "method": "the ωB97M-V functional and the def2-TZVPD basis",
  "symbols": ["Pt", "C", "C", "C", "C", "C", "C", "C", "C", "C", "C", "N", "C", "C", "C", "C", "C", "N", "H", "H", "H", "H", "H", "H", "H", "H", "H", "H", "H", "H", "H", "H", "H", "H", "H", "O", "S", "O", "O", "O", "N", "C", "C", "N", "C", "H", "H", "H", "H"],
  "coordinates": [[0.29987, 0.31054, 0.49433], [-1.09948, -3.34551, -0.39031], [-2.31279, -2.51624, -0.83260], [-3.21638, -2.20745, 0.34257], [-4.08445, -3.18592, 0.82270], [-4.84258, -2.97318, 1.96366], [-4.70964, -1.77100, 2.64880], [-3.86294, -0.76894, 2.19504], [-3.64795, 0.46480, 3.04695], [-2.35874, 0.37251, 3.87254], [-3.14028, -0.98732, 1.01329], [-2.24360, 0.00066, 0.54031], [-2.71977, 1.08544, 0.06669], [-1.86092, 2.18251, -0.30143], [-2.13943, 3.44448, -0.82391], [-0.90973, 4.11849, -0.89958], [0.06012, 3.22697, -0.41464], [-0.51724, 2.06920, -0.05648], [-0.47680, -3.62410, -1.24510], [-1.42622, -4.26666, 0.10020], [-0.48414, -2.78492, 0.31675], [-2.88464, -3.06714, -1.58337], [-1.96918, -1.59367, -1.29705], [-4.15246, -4.13032, 0.29041], [-5.51230, -3.74116, 2.32930], [-5.26709, -1.60335, 3.56460], [-4.50779, 0.57242, 3.71186], [-3.61361, 1.36500, 2.43371], [-2.38866, -0.50516, 4.52302], [-2.23061, 1.25804, 4.49953], [-1.46965, 0.28068, 3.24257], [-3.80228, 1.20816, -0.05781], [-3.11627, 3.82131, -1.09104], [-0.73433, 5.12609, -1.24350], [1.12586, 3.36045, -0.30574], [0.89345, -0.08757, 3.08066], [1.97841, -0.65762, 2.25018], [2.81663, -1.61442, 2.92592], [1.19772, -1.41777, 1.09989], [2.69845, 0.42007, 1.55169], [0.97198, -1.61250, -3.11494], [0.12606, -0.66294, -3.65789], [-0.09767, 0.23594, -2.66460], [0.60533, -0.15260, -1.54291], [1.22240, -1.27151, -1.83663], [1.31983, -2.43451, -3.57474], [-0.22369, -0.71450, -4.67341], [-0.69390, 1.13452, -2.66648], [1.81997, -1.83825, -1.13748]],
  "energy_ha": -1736.07396,
  "total_charge": -1,
  "homo_ev": [-4.260, -4.260],
  "e_lumo_ev": [2.36, 2.36],
  "gap_ev": [6.62, 6.62]
}

---

{
  "formula": "C18H21N5O2S",
  "method": "the ωB97M-V functional and the def2-TZVPD basis",
  "symbols": ["N", "C", "C", "C", "C", "C", "C", "C", "H", "H", "C", "H", "H", "O", "C", "O", "C", "H", "H", "S", "C", "N", "N", "C", "N", "N", "H", "H", "C", "C", "C", "C", "C", "C", "H", "H", "H", "H", "H", "H", "H", "H", "H", "H", "H", "H", "H"],
  "coordinates": [[2.27671, 1.36425, 3.22563], [1.32898, 1.65425, 2.64947], [0.16440, 2.03321, 1.94197], [0.26742, 2.47874, 0.62340], [-0.86788, 2.88283, -0.04894], [-2.11117, 2.84799, 0.57648], [-2.21132, 2.37859, 1.87934], [-1.08162, 1.97603, 2.56520], [-1.15576, 1.61497, 3.58001], [-3.17770, 2.32408, 2.35643], [-3.33071, 3.28728, -0.19098], [-4.23875, 3.10643, 0.39246], [-3.26433, 4.34304, -0.46573], [-3.41790, 2.58876, -1.43487], [-3.78445, 1.30247, -1.35432], [-4.13958, 0.76478, -0.34492], [-3.64196, 0.62795, -2.69878], [-3.98217, -0.40468, -2.65187], [-4.13745, 1.19551, -3.48428], [-1.87242, 0.62154, -3.11685], [-1.36351, -0.63968, -2.02642], [-2.08886, -1.59857, -1.53050], [-1.29311, -2.32443, -0.73126], [-0.09544, -1.81362, -0.73395], [-0.07859, -0.71527, -1.55769], [0.98165, 0.13854, -1.84321], [1.42603, -0.13162, -2.72090], [0.61539, 1.08307, -1.95532], [1.05914, -2.31730, 0.04854], [1.51835, -1.25820, 1.05657], [2.67287, -1.78776, 1.89865], [3.83447, -2.21002, 1.00511], [3.37792, -3.26041, -0.00342], [2.23084, -2.72108, -0.85221], [2.57779, -1.84762, -1.40739], [1.90146, -3.47873, -1.56691], [4.21069, -3.54441, -0.65035], [3.04606, -4.15505, 0.52771], [4.64630, -2.60966, 1.61538], [4.21532, -1.33627, 0.47161], [2.99510, -1.01043, 2.59351], [2.33223, -2.64529, 2.48281], [1.84148, -0.36716, 0.51466], [0.68062, -0.98328, 1.70119], [0.70026, -3.19891, 0.58829], [-0.80254, 3.23431, -1.06921], [1.23576, 2.51082, 0.14587]],
  "energy_ha": -1520.94729,
  "smiles": "N#Cc1ccc(COC(=O)CSc2nnc(C3CCCCC3)n2N)cc1",
  "relative_energy_ev": 2.585,
  "homo_ev": -8.582,
  "e_lumo_ev": 0.07,
  "gap_ev": 8.65
}

---

{
  "formula": "C18H21NO5S",
  "method": "the ωB97M-V functional and the def2-TZVPD basis",
  "symbols": ["C", "H", "O", "C", "C", "C", "C", "C", "C", "H", "H", "H", "C", "N", "S", "O", "O", "C", "C", "C", "C", "C", "C", "C", "C", "H", "O", "C", "H", "H", "H", "O", "C", "H", "H", "H", "H", "H", "H", "H", "H", "H", "H", "H", "H", "H"],
  "coordinates": [[7.65206, 1.09210, -0.30159], [8.13355, 1.59876, -1.13677], [6.56783, 0.38915, -0.85674], [5.77244, -0.34203, -0.02269], [4.70768, -1.00472, -0.63225], [3.83392, -1.77860, 0.11108], [4.01646, -1.89199, 1.48483], [5.06904, -1.23429, 2.08974], [5.95002, -0.46105, 1.35008], [6.76069, 0.04214, 1.85310], [5.21165, -1.31698, 3.15676], [3.32548, -2.47900, 2.06825], [2.63605, -2.40604, -0.54918], [1.49631, -1.49564, -0.54967], [0.78865, -1.24394, 0.96170], [1.32724, -0.06377, 1.58098], [0.83697, -2.48377, 1.68016], [-0.88107, -0.92790, 0.45275], [-1.37823, 0.29834, 0.56834], [-2.69897, 0.77214, 0.20564], [-3.02088, 2.10932, 0.40736], [-4.27205, 2.59911, 0.07241], [-5.23499, 1.76435, -0.47258], [-4.92190, 0.39755, -0.68306], [-3.67098, -0.07503, -0.34556], [-3.42309, -1.11120, -0.49992], [-5.92351, -0.34870, -1.21936], [-5.69125, -1.71707, -1.44650], [-6.61854, -2.10456, -1.86521], [-4.87765, -1.87451, -2.16226], [-5.46499, -2.24751, -0.51580], [-6.48544, 2.13900, -0.83463], [-6.86697, 3.48029, -0.64806], [-6.82866, 3.76668, 0.40787], [-6.24107, 4.16210, -1.23290], [-7.89491, 3.54370, -1.00097], [-4.48843, 3.64148, 0.24272], [-2.28698, 2.77673, 0.83223], [-0.71036, 1.03795, 0.99336], [-1.37939, -1.79838, 0.07229], [1.74500, -0.59279, -0.93086], [2.30743, -3.28840, 0.00142], [2.84850, -2.67676, -1.58730], [4.58484, -0.89817, -1.69999], [8.37056, 0.41537, 0.17243], [7.31790, 1.83655, 0.42836]],
  "energy_ha": -1527.57806,
  "smiles": "COc1cccc(CNS(=O)(=O)/C=C/c2ccc(OC)c(OC)c2)c1",
  "relative_energy_ev": 2.231,
  "homo_ev": -8.171,
  "e_lumo_ev": 0.34,
  "gap_ev": 8.51
}